1.
This record from OMol25 describes C21H21N7PPdS as an isolated structure. The level of theory is the ωB97M-V functional and the def2-TZVPD basis.

Geometry (Å):
1 Pd 0.984 0.416 0.912
2 C 0.816 -3.895 -2.497
3 N 1.225 -3.056 -1.378
4 C 2.217 -3.359 -0.490
5 C 2.276 -2.321 0.394
6 N 1.333 -1.398 0.047
7 C 0.702 -1.855 -1.027
8 P -0.561 -0.998 -2.026
9 C -1.877 -0.693 -0.829
10 N -1.802 0.046 0.259
11 C -3.034 -0.014 0.837
12 C -3.869 -0.787 0.077
13 N -3.129 -1.226 -0.981
14 C -3.598 -2.123 -2.025
15 C 0.265 0.621 -2.080
16 N 0.924 1.217 -1.097
17 C 1.485 2.347 -1.622
18 C 1.160 2.434 -2.943
19 N 0.385 1.344 -3.223
20 C -0.193 1.030 -4.523
21 H 1.447 -4.779 -2.507
22 H -0.221 -4.205 -2.385
23 H 0.935 -3.363 -3.438
24 H 2.789 -4.267 -0.560
25 H 2.933 -2.175 1.233
26 H -3.256 0.499 1.758
27 H -4.902 -1.062 0.200
28 H -4.677 -2.217 -1.937
29 H -3.361 -1.723 -3.009
30 H -3.152 -3.111 -1.920
31 H 2.098 3.007 -1.034
32 H 1.406 3.167 -3.691
33 H 0.013 1.857 -5.196
34 H 0.248 0.122 -4.930
35 H -1.270 0.905 -4.440
36 S 1.211 0.114 5.311
37 C 1.280 -1.487 4.731
38 C 1.219 -1.560 3.367
39 C 1.124 -0.279 2.756
40 C 1.094 0.712 3.705
41 C 0.857 2.076 3.287
42 C 0.732 3.187 4.114
43 C 0.427 4.412 3.556
44 C 0.236 4.507 2.182
45 C 0.386 3.368 1.419
46 N 0.710 2.185 1.946
47 H 1.362 -2.303 5.432
48 H 1.227 -2.503 2.840
49 H 0.863 3.072 5.181
50 H 0.325 5.286 4.184
51 H -0.025 5.442 1.710
52 H 0.231 3.386 0.350

Summary:
* relative energy (zero: lowest compared OMol25 entry of this formula, charge and spin): 0.0 kcal/mol
* E_tot: -2063.41231 Eh
* 2S+1: 1
* Kohn-Sham gap: 8.02 eV
* highest occupied orbital energy: -10.272 eV
* total charge: +1

These are the Löwdin partial charges, in e, on atoms 1 to 8: number 1, Pd, carries 0.920; number 2, C, carries -0.017; number 3, N, carries -0.122; number 4, C, carries -0.030; number 5, C, carries -0.105; number 6, N, carries -0.058; number 7, C, carries -0.427; number 8, P, carries 1.167


2.
This record from OMol25 describes a 2-piece molecular cluster, C21H21NO3 overall. The level of theory is the ωB97M-V functional and the def2-TZVPD basis.

Geometry (Å):
1 C 0.297 -4.987 -1.537
2 C 1.522 -4.364 -1.806
3 C 1.681 -2.997 -1.568
4 C 0.610 -2.238 -1.079
5 C 0.822 -0.741 -0.807
6 C 1.406 -0.445 0.575
7 C 2.296 0.632 0.726
8 C 2.748 0.994 1.994
9 C 2.409 0.217 3.105
10 C 1.548 -0.874 2.952
11 C 1.032 -1.198 1.691
12 C -0.467 0.073 -0.983
13 C -1.095 0.012 -2.391
14 C -1.628 1.432 -2.659
15 C -0.983 2.348 -1.606
16 N -0.361 1.460 -0.654
17 C -0.615 -2.859 -0.818
18 C -0.768 -4.233 -1.044
19 H 0.176 -6.060 -1.707
20 H 2.359 -4.942 -2.198
21 H 2.641 -2.504 -1.754
22 H 1.528 -0.360 -1.568
23 H 2.618 1.196 -0.158
24 H 3.361 1.889 2.100
25 H 2.812 0.465 4.087
26 H 1.267 -1.482 3.812
27 H 0.335 -2.033 1.567
28 H -1.214 -0.303 -0.264
29 H -0.325 -0.265 -3.126
30 H -1.879 -0.753 -2.419
31 H -1.377 1.772 -3.668
32 H -2.715 1.447 -2.537
33 H -0.247 3.032 -2.064
34 H -1.724 2.970 -1.084
35 H 0.449 1.819 -0.165
36 H -1.458 -2.281 -0.421
37 H -1.730 -4.698 -0.825
38 O -3.806 4.502 2.504
39 C -2.771 3.915 2.295
40 C -2.444 2.498 2.115
41 C -1.140 2.375 1.801
42 C -0.516 3.709 1.877
43 O 0.638 4.055 1.733
44 O -1.545 4.617 2.151
45 H -3.183 1.712 2.198
46 H -0.564 1.476 1.628

Summary:
* relative energy (zero: lowest compared OMol25 entry of this formula, charge and spin): 28.4 kcal/mol
* E_tot: -1093.29272 Eh
* 2S+1: 1
* Kohn-Sham gap: 7.49 eV
* highest occupied orbital energy: -8.437 eV
* SMILES: c1ccc(C(c2ccccc2)[C@@H]2CCCN2)cc1.O=C1C=CC(=O)O1

These are the Löwdin partial charges, in e, on atoms 1 to 8: number 1, C, carries -0.092; number 2, C, carries -0.080; number 3, C, carries -0.029; number 4, C, carries -0.192; number 5, C, carries -0.187; number 6, C, carries -0.191; number 7, C, carries -0.056; number 8, C, carries -0.078